[1]
The following is a DFT calculation (ωB97M-V/def2-TZVPD) of a structure of composition C30H35NO2PPdSSi.

Summary:
HOMO (spin up / spin down)	-10.823 / -10.968	eV
orbital gap (spin up / spin down)	0.2376 / 0.2109	Ha

ORCA input file:
```
! wB97M-V def2-TZVPD RIJCOSX def2/J DEFGRID3
* xyz 1 1
Pd 0.718 -0.442 -0.448
C 2.484 4.814 3.569
Si 0.937 4.275 2.596
C 0.919 5.036 0.859
C -0.627 4.781 3.555
C 0.978 2.357 2.636
C 0.958 1.709 3.858
C 1.029 0.323 3.959
C 1.147 -0.409 2.797
N 1.149 0.191 1.612
C 1.041 1.528 1.507
S 0.973 2.045 -0.142
H 2.483 5.893 3.691
H 3.410 4.542 3.071
H 2.507 4.377 4.562
H 0.906 6.119 0.938
H 0.041 4.741 0.294
H 1.790 4.761 0.274
H -0.653 5.860 3.663
H -0.650 4.355 4.554
H -1.540 4.478 3.050
H 0.873 2.303 4.754
H 1.010 -0.164 4.919
H 1.267 -1.487 2.798
C 5.261 -0.585 -0.036
C 5.182 0.262 -1.309
C 3.679 0.449 -1.502
O 3.067 -0.746 -0.992
C 3.913 -1.317 0.014
H 5.391 0.046 0.841
H 6.085 -1.291 -0.073
H 5.617 -0.268 -2.154
H 5.689 1.218 -1.206
H 3.387 0.540 -2.553
H 3.323 1.325 -0.942
H 4.010 -2.383 -0.227
H 3.441 -1.207 0.999
O -1.465 0.274 -0.504
P -1.997 -0.967 -1.138
C -1.464 -2.462 -0.238
C -1.436 -3.720 -0.836
C -1.098 -4.828 -0.082
C -0.795 -4.686 1.264
C -0.824 -3.435 1.862
C -1.153 -2.317 1.113
C -3.798 -0.929 -1.178
C -4.414 0.286 -0.905
C -5.794 0.369 -0.908
C -6.551 -0.762 -1.172
C -5.934 -1.979 -1.425
C -4.554 -2.068 -1.427
C -1.288 -1.248 -2.795
C 0.091 -1.446 -2.870
C 0.697 -1.666 -4.094
C -0.082 -1.700 -5.242
C -1.455 -1.528 -5.168
C -2.062 -1.293 -3.944
H -1.683 -3.822 -1.885
H -1.072 -5.803 -0.545
H -0.548 -5.556 1.852
H -0.613 -3.332 2.916
H -1.262 -1.338 1.576
H -3.801 1.149 -0.689
H -6.276 1.314 -0.705
H -7.629 -0.701 -1.171
H -6.524 -2.861 -1.621
H -4.066 -3.014 -1.611
H 0.699 -1.517 -1.937
H 1.764 -1.831 -4.150
H 0.384 -1.870 -6.199
H -2.060 -1.585 -6.060
H -3.131 -1.159 -3.870
*
```

[2]
The following is a DFT calculation (ωB97M-V/def2-TZVPD) of a structure of composition C30H36AuN4O6S2Si.

Summary:
ΔE to the lowest compared entry with this formula, charge and spin	28.1	kcal/mol
HOMO (spin up / spin down)	-9.645 / -10.868	eV
orbital gap (spin up / spin down)	0.2305 / 0.2329	Ha

ORCA input file:
```
! wB97M-V def2-TZVPD RIJCOSX def2/J DEFGRID3
* xyz 1 3
Au 0.337 -1.400 0.037
O 7.132 -2.570 -0.762
C 6.657 -1.248 -0.649
C 5.155 -1.285 -0.606
C 4.402 -0.188 -1.003
C 3.028 -0.231 -0.878
N 2.399 -1.312 -0.419
C 3.108 -2.408 -0.097
C 4.488 -2.412 -0.151
C 2.316 -3.593 0.307
C 2.853 -4.862 0.364
C 2.048 -5.921 0.773
C 2.610 -7.318 0.874
O 3.748 -7.514 0.072
C 0.732 -5.654 1.111
C 0.245 -4.362 1.005
N 1.027 -3.366 0.599
H 8.089 -2.557 -0.856
H 6.979 -0.618 -1.484
H 7.013 -0.780 0.280
H 4.869 0.700 -1.403
H 2.401 0.602 -1.159
H 5.050 -3.286 0.140
H 3.879 -5.050 0.086
H 1.823 -8.049 0.663
H 2.932 -7.482 1.908
H 3.473 -7.621 -0.845
H 0.063 -6.439 1.432
H -0.786 -4.115 1.201
C -0.910 6.051 2.108
Si -1.030 5.062 0.526
C -2.853 4.958 0.117
C -0.262 5.942 -0.932
C 0.156 3.544 0.826
C 1.412 4.132 1.050
C 2.565 3.411 1.300
C 2.463 2.041 1.255
N 1.318 1.424 1.018
C 0.197 2.131 0.868
S -1.070 0.873 0.936
H -1.570 6.916 2.063
H 0.094 6.414 2.312
H -1.218 5.442 2.959
H -3.112 6.003 -0.070
H -3.490 4.614 0.928
H -3.095 4.412 -0.789
H -0.852 6.823 -1.180
H -0.283 5.280 -1.798
H 0.763 6.263 -0.779
H 1.492 5.209 1.043
H 3.504 3.898 1.507
H 3.327 1.404 1.404
C -5.622 0.671 2.751
C -4.767 0.812 1.527
C -5.199 0.239 0.302
C -4.441 0.390 -0.862
C -3.229 1.020 -0.856
C -2.669 1.581 0.390
C -3.590 1.483 1.556
S -2.411 1.336 -2.379
O -1.029 1.537 -2.031
O -3.151 2.343 -3.080
N -2.534 0.004 -3.287
C -1.871 -1.233 -2.927
C -2.740 -2.270 -2.206
C -2.092 -2.754 -0.930
O -2.004 -3.919 -0.636
O -1.665 -1.753 -0.185
H -6.675 0.807 2.510
H -5.347 1.399 3.510
H -5.509 -0.323 3.182
H -6.145 -0.281 0.260
H -4.845 0.019 -1.793
H -2.338 2.600 0.239
H -3.259 1.955 2.471
H -3.355 -0.023 -3.868
H -1.035 -0.934 -2.292
H -1.445 -1.659 -3.836
H -2.962 -3.128 -2.837
H -3.691 -1.828 -1.903
*
```

[3]
The following is a DFT calculation (ωB97M-V/def2-TZVPD) of a structure of composition C30H36AuN6OS.

Summary:
ΔE to the lowest compared entry with this formula, charge and spin	21.1	kcal/mol
HOMO	-10.109	eV
orbital gap	0.2906	Ha

ORCA input file:
```
! wB97M-V def2-TZVPD RIJCOSX def2/J DEFGRID3
* xyz 1 1
Au -0.846 -0.139 0.052
N -0.540 0.758 -3.309
C -0.552 1.856 -2.485
C -0.839 3.094 -3.086
C -0.860 4.229 -2.310
C -0.570 4.116 -0.953
C -0.301 2.863 -0.450
N -0.303 1.750 -1.183
C -0.154 -0.544 -3.102
C -0.146 -1.399 -4.217
C 0.233 -2.710 -4.049
C 0.619 -3.140 -2.782
C 0.584 -2.231 -1.749
N 0.198 -0.965 -1.891
H -0.792 0.963 -4.267
H -1.042 3.141 -4.145
H -1.100 5.187 -2.746
H -0.563 4.981 -0.309
H -0.075 2.722 0.597
H -0.442 -1.025 -5.186
H 0.223 -3.396 -4.883
H 0.924 -4.158 -2.606
H 0.864 -2.512 -0.743
C 0.313 -1.717 5.073
N 0.717 -1.036 3.831
C 0.965 -2.025 2.772
C -0.280 -0.001 3.364
C -1.606 -0.615 3.009
C -2.483 -0.929 4.046
C -3.654 -1.613 3.790
C -3.958 -1.951 2.481
C -3.118 -1.560 1.452
C -1.913 -0.875 1.665
H 1.082 -2.425 5.379
H -0.613 -2.261 4.890
H 0.159 -0.998 5.877
H 1.588 -0.528 4.014
H 0.028 -2.532 2.544
H 1.704 -2.751 3.103
H 1.320 -1.516 1.876
H 0.150 0.463 2.471
H -0.379 0.735 4.164
H -2.266 -0.622 5.060
H -4.319 -1.881 4.599
H -4.862 -2.502 2.264
H -3.412 -1.802 0.440
C 7.796 -0.706 1.510
C 6.481 -1.265 0.981
C 5.522 -0.165 0.525
N 5.001 0.588 1.644
C 3.706 0.788 1.858
S 2.508 0.326 0.803
N 3.290 1.420 3.018
C 3.888 1.709 4.237
O 3.295 2.427 5.006
C 5.155 1.018 4.572
C 6.203 1.743 5.128
C 7.340 1.086 5.560
C 7.425 -0.293 5.468
C 6.371 -1.021 4.938
C 5.239 -0.370 4.487
H 8.504 -1.513 1.670
H 7.669 -0.187 2.459
H 8.222 -0.023 0.779
H 5.998 -1.876 1.747
H 6.684 -1.899 0.116
H 4.668 -0.594 -0.004
H 6.043 0.515 -0.156
H 5.681 0.965 2.291
H 2.375 1.853 2.929
H 6.109 2.813 5.226
H 8.146 1.653 5.995
H 8.304 -0.803 5.828
H 6.423 -2.097 4.891
H 4.406 -0.936 4.092
*
```

[4]
The following is a DFT calculation (ωB97M-V/def2-TZVPD) of a cluster of 10 separate species, C30H36BF7N9O4 in total.

Summary:
HOMO	-5.255	eV
orbital gap	0.2658	Ha

ORCA input file:
```
! wB97M-V def2-TZVPD RIJCOSX def2/J DEFGRID3
* xyz -1 1
O -2.071 -4.344 0.982
C -1.378 -3.549 0.383
O -0.844 -2.461 1.020
C -1.706 -1.289 1.052
C -2.605 -1.017 -0.182
O -1.654 -0.615 -1.136
B -0.944 0.400 -0.356
C 0.471 0.972 -0.981
F 0.214 1.777 -2.049
F 1.082 1.703 0.015
C 1.475 -0.105 -1.473
F 1.380 -0.308 -2.795
F 1.218 -1.235 -0.814
C 2.978 0.214 -1.178
F 3.311 1.469 -1.430
F 3.738 -0.583 -1.953
F 3.247 -0.112 0.078
O -0.881 -0.162 1.005
C -0.954 -3.723 -1.051
C 0.369 -4.009 -1.254
C 0.896 -4.164 -2.501
C 0.069 -4.032 -3.592
C -1.251 -3.753 -3.390
C -1.775 -3.599 -2.141
H -2.235 -1.274 2.004
H -3.201 -0.146 0.096
H -3.253 -1.821 -0.501
H -1.655 1.415 -0.434
H 1.029 -4.077 -0.391
H 1.954 -4.376 -2.581
H 0.502 -4.131 -4.579
H -1.895 -3.624 -4.250
H -2.821 -3.356 -2.023
C -6.246 -0.858 2.593
C -5.740 -0.994 1.229
N -5.336 -1.104 0.155
H -6.542 -1.834 2.975
H -5.473 -0.444 3.238
H -7.110 -0.195 2.597
C -9.751 0.234 -0.030
C -9.611 0.757 1.329
N -9.488 1.162 2.401
H -9.849 1.058 -0.733
H -8.871 -0.353 -0.289
H -10.634 -0.398 -0.092
C -1.616 2.634 1.955
C -2.403 1.826 2.882
N -3.045 1.179 3.588
H -2.086 2.623 0.973
H -1.551 3.660 2.315
H -0.614 2.218 1.866
C 2.197 -4.473 2.792
C 2.462 -4.797 1.393
N 2.637 -5.038 0.279
H 1.123 -4.385 2.951
H 2.593 -5.258 3.434
H 2.672 -3.527 3.046
C 3.868 4.129 -3.572
C 4.938 4.878 -4.232
N 5.782 5.465 -4.753
H 4.194 3.110 -3.376
H 3.609 4.607 -2.629
H 2.987 4.103 -4.210
C 2.212 3.855 3.652
C 0.958 4.590 3.497
N -0.029 5.170 3.365
H 2.203 2.973 3.014
H 3.049 4.490 3.371
H 2.331 3.545 4.689
C -3.134 -2.304 6.343
C -3.285 -2.062 4.910
N -3.402 -1.873 3.780
H -2.722 -1.418 6.823
H -4.104 -2.529 6.783
H -2.464 -3.145 6.507
C 8.064 7.418 -2.659
C 8.173 7.904 -1.283
N 8.258 8.286 -0.199
H 7.981 8.260 -3.343
H 8.947 6.837 -2.917
H 7.182 6.789 -2.765
C 5.628 -2.068 -4.051
C 5.680 -2.286 -5.498
N 5.724 -2.459 -6.636
H 4.595 -1.964 -3.728
H 6.078 -2.914 -3.536
H 6.173 -1.162 -3.795
*
```

[5]
The following is a DFT calculation (ωB97M-V/def2-TZVPD) of a structure of composition C30H36IN2O6TeW.

Summary:
ΔE to the lowest compared entry with this formula, charge and spin	37.2	kcal/mol
HOMO (spin up / spin down)	-14.276 / -14.342	eV
orbital gap (spin up / spin down)	0.2397 / 0.1977	Ha

ORCA input file:
```
! wB97M-V def2-TZVPD RIJCOSX def2/J DEFGRID3
* xyz 2 2
W 1.294 -1.416 -1.783
O 5.144 -2.457 -1.506
C 4.009 -2.233 -1.312
O 3.050 -2.033 -2.264
C 3.373 -2.063 0.099
O 3.953 -2.037 1.118
O 2.005 -1.910 -0.039
C 3.471 1.467 -3.233
C 2.538 0.634 -2.444
O 2.700 0.431 -1.212
N 1.481 -0.070 -2.969
Te 0.135 0.247 0.658
C -1.315 1.736 0.573
C -1.163 2.782 -0.349
C 0.047 2.978 -1.222
C -2.180 3.726 -0.422
C -3.313 3.647 0.376
C -4.410 4.663 0.268
C -3.423 2.586 1.278
C -2.443 1.619 1.405
C -2.615 0.505 2.404
C 0.791 0.207 2.615
C 1.277 1.399 3.186
C 1.324 2.707 2.440
C 1.752 1.323 4.481
C 1.758 0.126 5.201
C 2.323 0.074 6.585
C 1.257 -1.026 4.596
C 0.769 -1.023 3.301
C 0.181 -2.282 2.727
H 3.419 2.499 -2.880
H 3.245 1.422 -4.294
H 4.485 1.113 -3.038
H 0.731 2.128 -1.201
H 0.617 3.844 -0.878
H -0.248 3.173 -2.254
H -2.074 4.548 -1.121
H -4.104 5.521 -0.327
H -4.716 5.013 1.254
H -5.289 4.218 -0.202
H -4.306 2.517 1.904
H -3.624 0.509 2.810
H -1.918 0.614 3.237
H -2.448 -0.476 1.948
H 1.832 2.591 1.478
H 1.872 3.453 3.011
H 0.319 3.093 2.262
H 2.148 2.218 4.947
H 2.258 1.039 7.082
H 3.380 -0.200 6.535
H 1.822 -0.678 7.192
H 1.245 -1.951 5.159
H 0.395 -3.127 3.377
H 0.603 -2.510 1.747
H -0.905 -2.195 2.644
C 1.630 -4.772 -3.713
C 0.622 -3.647 -3.706
C -0.798 -4.080 -3.967
O 0.684 -3.037 -2.329
H 1.630 -5.250 -4.693
H 1.363 -5.516 -2.963
H 2.634 -4.400 -3.514
H 0.939 -2.843 -4.374
H -1.107 -4.819 -3.227
H -0.853 -4.544 -4.951
H -1.488 -3.236 -3.958
I -3.353 2.164 -3.687
C -2.743 0.445 -2.696
C -3.657 -0.424 -2.119
C -3.185 -1.582 -1.512
C -1.831 -1.833 -1.501
N -0.941 -0.977 -2.041
C -1.392 0.141 -2.628
H -4.718 -0.215 -2.156
H -3.866 -2.295 -1.068
H -1.431 -2.743 -1.072
H -0.647 0.786 -3.070
*
```

[6]
The following is a DFT calculation (ωB97M-V/def2-TZVPD) of a structure of composition C30H36IrN2O4Te.

Summary:
ΔE to the lowest compared entry with this formula, charge and spin	13.1	kcal/mol
HOMO (spin up / spin down)	-6.842 / -7.543	eV
orbital gap (spin up / spin down)	0.2356 / 0.2600	Ha

ORCA input file:
```
! wB97M-V def2-TZVPD RIJCOSX def2/J DEFGRID3
* xyz 0 2
Ir 1.033 -0.339 0.425
O -0.537 -0.310 -1.030
C -0.338 -0.643 -2.329
C -1.274 -0.293 -3.296
C -1.111 -0.672 -4.617
C -0.019 -1.435 -5.002
C 0.887 -1.830 -4.038
C 0.762 -1.461 -2.692
C 1.764 -2.028 -1.804
N 1.902 -1.754 -0.550
N 2.898 -2.434 0.148
C 3.144 -1.831 1.285
O 2.538 -0.759 1.697
C 4.187 -2.397 2.173
C 4.428 -1.805 3.408
C 5.387 -2.333 4.258
C 6.109 -3.455 3.879
C 5.871 -4.048 2.645
C 4.914 -3.523 1.794
H -2.140 0.283 -3.009
H -1.852 -0.370 -5.345
H 0.113 -1.735 -6.032
H 1.727 -2.456 -4.313
H 2.454 -2.756 -2.216
H 3.857 -0.930 3.690
H 5.570 -1.869 5.219
H 6.855 -3.870 4.544
H 6.434 -4.923 2.348
H 4.717 -3.974 0.832
C -3.459 5.166 -4.655
C -3.087 4.116 -3.644
C -4.011 3.172 -3.216
C -3.685 2.200 -2.277
C -4.735 1.184 -1.902
C -2.391 2.185 -1.734
Te -1.951 0.910 -0.088
C -1.437 3.118 -2.171
C -0.014 3.128 -1.674
C -1.804 4.067 -3.118
H -4.465 5.006 -5.040
H -2.766 5.162 -5.497
H -3.423 6.161 -4.208
H -5.012 3.186 -3.634
H -5.620 1.312 -2.524
H -5.040 1.273 -0.859
H -4.364 0.166 -2.032
H 0.288 2.190 -1.210
H 0.128 3.914 -0.929
H 0.667 3.331 -2.502
H -1.061 4.781 -3.461
C -0.340 -2.156 3.391
C -1.145 -1.805 2.139
C -2.626 -1.682 2.503
C -0.972 -2.902 1.089
O -0.723 -0.545 1.639
H -0.692 -3.090 3.834
H -0.445 -1.366 4.135
H 0.718 -2.270 3.143
H -3.008 -2.616 2.917
H -3.212 -1.431 1.617
H -2.766 -0.892 3.244
H -1.411 -3.840 1.437
H 0.084 -3.078 0.879
H -1.466 -2.610 0.159
C 1.343 1.228 3.735
C 0.630 1.956 2.637
C -0.435 2.940 3.015
O 0.919 1.769 1.467
H 0.946 1.468 4.719
H 2.401 1.493 3.686
H 1.276 0.160 3.541
H -0.053 3.662 3.740
H -1.238 2.383 3.505
H -0.820 3.445 2.132
*
```